[1]
{
  "formula": "C38H45NO30S7",
  "method": "ωB97M-V/def2-TZVPD",
  "smiles": "C#CCCCc1ccc2c(c1)C(=O)c1cccc(-c3ccncc3)c1C2=O.O=S1(=O)OCCO1.O=S1(=O)OCCO1.O=S1(=O)OCCO1.O=S1(=O)OCCO1.O=S1(=O)OCCO1.O=S1(=O)OCCO1.O=S1(=O)OCCO1",
  "largest_force_ev_per_a": 7.2,
  "gap_ev": 7.41,
  "e_tot_ev": -178869.18432,
  "e_homo_ev": -8.39,
  "multiplicity": 1,
  "elements": ["C", "C", "C", "C", "C", "C", "C", "C", "C", "C", "C", "C", "O", "C", "C", "C", "C", "C", "C", "C", "C", "N", "C", "C", "C", "C", "O", "H", "H", "H", "H", "H", "H", "H", "H", "H", "H", "H", "H", "H", "H", "H", "H", "H", "O", "S", "O", "O", "C", "C", "O", "H", "H", "H", "H", "O", "S", "O", "O", "C", "C", "O", "H", "H", "H", "H", "O", "S", "O", "O", "C", "C", "O", "H", "H", "H", "H", "O", "S", "O", "O", "C", "C", "O", "H", "H", "H", "H", "O", "S", "O", "O", "C", "C", "O", "H", "H", "H", "H", "O", "S", "O", "O", "C", "C", "O", "H", "H", "H", "H", "O", "S", "O", "O", "C", "C", "O", "H", "H", "H", "H"],
  "coordinates": [[5.615, -0.151, 2.100], [6.541, 0.472, 2.832], [7.365, 1.625, 3.650], [8.635, 2.202, 2.833], [8.270, 3.264, 1.658], [6.692, 3.578, 1.563], [5.828, 2.792, 0.498], [4.270, 3.059, 0.429], [3.667, 4.121, 1.431], [4.547, 4.944, 2.501], [6.106, 4.679, 2.571], [3.786, 6.000, 3.493], [4.283, 7.137, 3.799], [2.356, 5.453, 4.072], [1.895, 5.688, 5.580], [0.482, 5.039, 5.979], [-0.421, 4.215, 4.947], [0.052, 4.026, 3.452], [-0.774, 3.264, 2.306], [-0.638, 1.707, 1.962], [-1.431, 0.935, 0.851], [-2.360, 1.637, -0.002], [-2.490, 3.051, 0.243], [-1.824, 3.983, 1.317], [1.475, 4.634, 3.002], [2.065, 4.446, 1.486], [1.359, 4.576, 0.430], [4.935, -0.533, 1.237], [7.803, 1.066, 4.580], [6.653, 2.430, 4.074], [9.141, 1.280, 2.295], [9.343, 2.698, 3.611], [8.907, 4.223, 1.815], [8.596, 2.823, 0.639], [6.371, 2.040, -0.180], [3.663, 2.464, -0.342], [6.767, 5.253, 3.316], [2.527, 6.279, 6.338], [0.150, 5.225, 7.077], [-1.427, 3.763, 5.323], [0.093, 1.084, 2.620], [-1.260, -0.203, 0.680], [-3.218, 3.607, -0.483], [-2.032, 5.127, 1.394], [-4.766, 5.594, 0.232], [-5.994, 6.062, -0.349], [-6.522, 7.373, -0.107], [-7.154, 4.969, -0.030], [-7.709, 4.491, -1.255], [-6.590, 4.610, -2.280], [-5.918, 5.827, -1.956], [-8.556, 5.131, -1.519], [-8.055, 3.462, -1.140], [-6.964, 4.638, -3.304], [-5.872, 3.790, -2.178], [11.785, 1.197, -0.784], [11.098, 0.315, 0.116], [9.671, 0.335, 0.294], [11.803, 0.430, 1.576], [12.278, -0.854, 1.979], [12.586, -1.596, 0.685], [11.552, -1.209, -0.219], [11.481, -1.352, 2.539], [13.159, -0.752, 2.616], [12.597, -2.678, 0.819], [13.543, -1.272, 0.263], [-6.894, -3.008, 1.102], [-5.522, -3.213, 1.470], [-5.056, -4.412, 2.102], [-5.037, -1.938, 2.359], [-3.922, -1.312, 1.726], [-4.090, -1.591, 0.239], [-4.595, -2.924, 0.166], [-3.008, -1.773, 2.113], [-3.910, -0.243, 1.946], [-3.152, -1.504, -0.310], [-4.835, -0.923, -0.206], [-5.354, -6.131, -0.058], [-6.583, -5.613, -0.587], [-7.069, -4.288, -0.293], [-7.764, -6.682, -0.263], [-8.367, -7.112, -1.485], [-7.276, -6.995, -2.540], [-6.561, -5.807, -2.205], [-9.203, -6.441, -1.706], [-8.738, -8.133, -1.388], [-7.679, -6.930, -3.551], [-6.579, -7.837, -2.481], [-5.648, 5.519, -5.448], [-4.275, 5.310, -5.081], [-3.809, 4.106, -4.454], [-3.789, 6.578, -4.190], [-2.673, 7.206, -4.821], [-2.843, 6.932, -6.309], [-3.350, 5.600, -6.385], [-1.760, 6.743, -4.436], [-2.659, 8.274, -4.596], [-1.905, 7.020, -6.858], [-3.587, 7.603, -6.750], [-10.354, -10.999, -1.217], [-9.239, -10.943, -2.118], [-8.944, -9.792, -2.927], [-9.299, -12.250, -3.082], [-8.097, -13.006, -2.937], [-7.614, -12.729, -1.520], [-7.899, -11.349, -1.294], [-7.377, -12.645, -3.677], [-8.291, -14.066, -3.107], [-6.548, -12.928, -1.398], [-8.179, -13.315, -0.789], [6.722, -1.123, -1.173], [6.260, -2.384, -0.667], [6.560, -2.851, 0.656], [6.675, -3.541, -1.731], [5.502, -4.218, -2.181], [4.380, -3.194, -2.081], [4.651, -2.462, -0.887], [5.322, -5.067, -1.515], [5.640, -4.581, -3.201], [3.395, -3.660, -2.032], [4.409, -2.493, -2.921]]
}

[2]
{
  "formula": "CH2NO3PS",
  "method": "ωB97M-V/def2-TZVPD",
  "relative_energy_kcal_mol": 48.22,
  "smiles": "[H]/N=C(\\[S-])[P@](=O)([O-])O",
  "largest_force_ev_per_a": 5.3,
  "gap_ev": 6.11,
  "charge": -2,
  "e_tot_ev": -28827.68233,
  "e_homo_ev": -0.13,
  "multiplicity": 1,
  "elements": ["H", "N", "C", "S", "P", "O", "O", "O", "H"],
  "coordinates": [[-1.239, -1.063, -1.746], [-1.234, -0.623, -0.829], [0.146, -0.195, -0.843], [1.167, -0.144, -2.181], [0.685, 0.320, 0.891], [1.395, 1.617, 1.063], [1.349, -0.776, 1.687], [-0.882, 0.593, 1.376], [-1.387, 0.271, 0.581]]
}

[3]
{
  "formula": "C35H25ClN2O4",
  "method": "ωB97M-V/def2-TZVPD",
  "smiles": "O=C1c2ccccc2C(=O)c2ccccc21.O=C1c2ccccc2C(=O)c2ccccc21.CC[C@H](Cl)[C@H](C#N)CC#N",
  "largest_force_ev_per_a": 0.8,
  "gap_ev": 8.68,
  "e_tot_ev": -60394.13431,
  "e_homo_ev": -9.83,
  "multiplicity": 1,
  "elements": ["O", "C", "C", "C", "C", "C", "C", "C", "C", "O", "C", "C", "C", "C", "C", "C", "H", "H", "H", "H", "H", "H", "H", "H", "O", "C", "C", "C", "C", "C", "C", "C", "C", "O", "C", "C", "C", "C", "C", "C", "H", "H", "H", "H", "H", "H", "H", "H", "C", "C", "C", "Cl", "C", "C", "N", "C", "C", "N", "H", "H", "H", "H", "H", "H", "H", "H", "H"],
  "coordinates": [[2.675, -4.264, -2.741], [2.595, -3.447, -1.848], [2.417, -1.999, -2.145], [2.322, -1.584, -3.467], [2.123, -0.244, -3.758], [2.018, 0.687, -2.730], [2.126, 0.280, -1.411], [2.329, -1.061, -1.114], [2.451, -1.474, 0.310], [2.422, -0.654, 1.205], [2.602, -2.926, 0.610], [2.677, -3.340, 1.934], [2.790, -4.688, 2.231], [2.829, -5.628, 1.206], [2.767, -5.219, -0.116], [2.656, -3.868, -0.419], [2.399, -2.313, -4.262], [2.046, 0.076, -4.789], [1.853, 1.732, -2.959], [2.048, 1.000, -0.608], [2.644, -2.604, 2.726], [2.845, -5.010, 3.263], [2.910, -6.681, 1.441], [2.799, -5.945, -0.917], [-3.993, -3.215, -3.294], [-4.016, -2.357, -2.437], [-5.137, -1.378, -2.364], [-6.177, -1.470, -3.281], [-7.241, -0.588, -3.209], [-7.273, 0.390, -2.220], [-6.233, 0.495, -1.312], [-5.160, -0.384, -1.383], [-4.042, -0.245, -0.408], [-4.037, 0.651, 0.411], [-2.934, -1.238, -0.466], [-1.898, -1.150, 0.456], [-0.870, -2.077, 0.432], [-0.874, -3.100, -0.512], [-1.900, -3.187, -1.438], [-2.930, -2.256, -1.423], [-6.148, -2.235, -4.044], [-8.052, -0.663, -3.922], [-8.111, 1.072, -2.160], [-6.249, 1.256, -0.544], [-1.903, -0.355, 1.189], [-0.068, -2.002, 1.154], [-0.076, -3.830, -0.523], [-1.906, -3.978, -2.176], [2.126, 2.992, 3.659], [1.160, 3.628, 2.660], [1.807, 4.400, 1.516], [2.998, 3.399, 0.637], [2.463, 5.746, 1.889], [3.786, 5.596, 2.523], [4.829, 5.410, 2.964], [1.551, 6.671, 2.728], [1.546, 6.382, 4.165], [1.409, 6.069, 5.261], [2.774, 2.261, 3.177], [1.550, 2.445, 4.407], [2.732, 3.718, 4.198], [0.592, 2.813, 2.202], [0.428, 4.241, 3.187], [1.030, 4.633, 0.787], [2.658, 6.275, 0.953], [0.537, 6.645, 2.329], [1.909, 7.693, 2.590]]
}

[4]
{
  "formula": "C4H7NO",
  "method": "ωB97M-V/def2-TZVPD",
  "relative_energy_kcal_mol": 122.41,
  "largest_force_ev_per_a": 1.0,
  "gap_ev": 9.22,
  "e_tot_ev": -7794.33636,
  "e_homo_ev": -8.54,
  "multiplicity": 1,
  "elements": ["O", "C", "C", "N", "C", "C", "H", "H", "H", "H", "H", "H", "H"],
  "coordinates": [[1.831, 0.115, 1.276], [1.021, -0.813, 0.840], [-1.340, -0.135, 0.694], [-0.896, -0.420, -0.680], [0.014, 0.599, -1.198], [0.552, -0.644, -0.586], [2.025, 0.808, 0.612], [-0.525, -0.460, 1.410], [-1.617, 0.918, 0.823], [-2.151, -0.797, 0.990], [0.066, 1.551, -0.667], [0.034, 0.684, -2.285], [0.986, -1.408, -1.229]]
}